Molecular formula: C4H11NP
Method: DFT, ωB97M-V with the def2-TZVPD basis set

Properties
**Gap between HOMO and LUMO**: 8.466 eV
**Charge**: +1

The geometry in XYZ format:
```
17
C4H11NP, DFT ωB97M-V with the def2-TZVPD basis set
C -2.906 -0.628 -0.419
C 0.295 -1.076 0.881
C 2.046 -0.313 -0.834
C -1.153 1.304 0.536
N 1.549 -0.393 0.572
P -1.302 -0.479 0.176
H -3.537 0.163 -0.077
H -3.344 -1.437 -0.938
H 0.432 -2.086 0.830
H 1.307 0.253 -1.257
H 3.089 0.027 -1.006
H 2.039 -1.452 -1.155
H -2.057 1.702 0.131
H -0.343 1.839 0.181
H -1.034 1.388 1.752
H 1.364 0.540 0.982
H 2.417 -0.628 1.138
```

Listed below, in e, are the natural (NBO) charges computed for each atom: C -0.7915; C -0.5606; C -0.4128; C -0.9754; N -0.5412; P 1.2069; H 0.2535; H 0.2568; H 0.2073; H 0.2126; H 0.2506; H 0.2374; H 0.2631; H 0.2375; H 0.2657; H 0.4326; H 0.4575

---

Molecular formula: C37H54CdN3OP2
Method: DFT, ωB97M-V with the def2-TZVPD basis set

Properties
**Gap between HOMO and LUMO (alpha / beta)**: 5.495 / 5.396 eV
**Charge**: +1

The geometry in XYZ format:
```
98
C37H54CdN3OP2, DFT ωB97M-V with the def2-TZVPD basis set
C -0.518 2.613 0.357
C -2.189 1.186 -0.471
C -1.386 3.700 0.340
C -3.137 2.229 -0.300
C -2.737 3.490 0.086
H -0.994 4.686 0.579
H -4.171 2.001 -0.564
H -3.445 4.308 0.195
N -0.933 1.369 0.080
P 2.023 1.599 1.343
P -2.188 -1.453 -1.903
C 0.964 2.922 0.606
H 1.411 3.228 -0.355
H 1.014 3.815 1.245
C 1.789 -2.538 -0.222
O 1.628 -3.531 -0.770
C -2.663 0.111 -1.298
H -3.760 0.150 -1.352
C -2.921 -1.720 -3.654
C -2.655 -2.860 -0.649
C 3.700 1.666 0.463
C 2.045 2.120 3.175
C -1.764 -2.239 -4.532
H -1.342 -3.176 -4.143
H -2.157 -2.435 -5.540
H -0.955 -1.502 -4.610
C -4.079 -2.735 -3.706
H -3.802 -3.751 -3.390
H -4.948 -2.392 -3.130
H -4.396 -2.811 -4.757
C -3.449 -0.393 -4.221
H -3.806 -0.578 -5.248
H -4.306 -0.033 -3.635
H -2.679 0.389 -4.253
C -2.137 -4.187 -1.220
H -1.051 -4.154 -1.370
H -2.351 -4.990 -0.502
H -2.612 -4.457 -2.168
C -1.948 -2.584 0.683
H -0.855 -2.585 0.572
H -2.268 -1.628 1.121
H -2.195 -3.378 1.406
C -4.171 -2.909 -0.393
H -4.744 -3.211 -1.279
H -4.372 -3.658 0.391
H -4.550 -1.944 -0.025
C 3.006 1.211 3.949
H 2.907 1.430 5.022
H 2.794 0.144 3.809
H 4.055 1.398 3.690
C 0.611 1.953 3.699
H -0.102 2.597 3.167
H 0.258 0.915 3.630
H 0.583 2.246 4.757
C 2.473 3.581 3.375
H 2.548 3.755 4.458
H 3.452 3.801 2.939
H 1.740 4.293 2.981
C 3.457 1.680 -1.061
H 3.085 2.660 -1.392
H 4.419 1.504 -1.569
H 2.751 0.902 -1.396
C 4.505 0.412 0.852
H 4.004 -0.521 0.561
H 5.475 0.441 0.334
H 4.710 0.361 1.929
C 4.496 2.914 0.862
H 3.941 3.839 0.654
H 4.809 2.895 1.915
H 5.418 2.943 0.259
Cd 0.702 -0.367 0.547
N 0.293 -0.667 -1.683
C -0.428 -0.019 -2.425
C -0.300 1.036 -3.450
C 0.753 0.943 -4.376
C -1.112 2.182 -3.465
C 0.936 1.943 -5.339
H 1.414 0.066 -4.340
C -0.924 3.195 -4.414
H -1.919 2.262 -2.735
C 0.097 3.069 -5.365
H 1.743 1.844 -6.068
H -1.577 4.073 -4.417
H 0.249 3.853 -6.113
C 1.235 -3.754 6.245
C 1.096 -2.998 4.957
C 2.111 -3.031 4.000
C 1.955 -2.340 2.805
N 0.837 -1.623 2.531
C -0.138 -1.556 3.469
C -0.046 -2.251 4.667
H 1.338 -4.833 6.071
H 2.118 -3.438 6.816
H 0.353 -3.595 6.870
H 3.029 -3.595 4.168
H 2.725 -2.373 2.023
H -1.007 -0.933 3.236
H -0.868 -2.199 5.378
```

Listed below, in e, are the Mulliken charges computed for each atom: C 0.3980; C -0.7556; C -0.8249; C -0.9411; C -1.0139; H 0.4883; H 0.4859; H 0.4335; N 0.8135; P -0.1597; P 0.9185; C -1.3440; H 0.4034; H 0.3019; C -0.1938; O -0.2177; C -0.9387; H 0.2642; C 2.0229; C 2.2756; C 2.0405; C 2.1058; C -1.5964; H 0.3073; H 0.5047; H 0.2374; C -1.9316; H 0.3134; H 0.3536; H 0.5287; C -1.6449; H 0.5664; H 0.3011; H 0.2559; C -1.7009; H 0.1978; H 0.5018; H 0.2810; C -2.0868; H 0.0555; H 0.2214; H 0.7414; C -1.7222; H 0.3458; H 0.5122; H 0.2800; C -1.8317; H 0.5310; H 0.2589; H 0.3215; C -1.4238; H 0.2365; H 0.0554; H 0.5875; C -1.6353; H 0.5182; H 0.2561; H 0.3480; C -1.8021; H 0.3638; H 0.5566; H 0.2649; C -1.4237; H 0.1125; H 0.5194; H 0.2844; C -1.9863; H 0.3454; H 0.3538; H 0.5349; Cd 3.6521; N -1.1953; C -0.6734; C 0.7252; C -0.1386; C 0.5738; C -0.7998; H 0.4748; C -1.0333; H 0.3950; C -0.5206; H 0.4291; H 0.4552; H 0.3933; C -1.5134; C 1.0288; C -0.6586; C -0.6576; N 0.2657; C -0.6261; C -0.9906; H 0.3482; H 0.3536; H 0.3549; H 0.4594; H 0.1798; H 0.6122; H 0.3753

---

Molecular formula: C4H5NO2
Method: DFT, ωB97M-V with the def2-TZVPD basis set

Properties
**Gap between HOMO and LUMO**: 10.436 eV
**Charge**: 0

The geometry in XYZ format:
```
12
C4H5NO2, DFT ωB97M-V with the def2-TZVPD basis set
C -4.144 1.030 0.877
C 1.714 -0.079 -0.403
C 0.820 -0.918 0.518
C -0.471 0.339 -0.601
N 0.652 0.923 -0.897
O -3.122 1.115 0.400
O -0.521 -0.717 0.159
H 2.423 0.557 0.141
H 2.194 -0.602 -1.268
H 1.012 -1.925 0.329
H 0.782 -0.655 1.613
H -1.339 0.932 -0.870
```

Listed below, in e, are the natural (NBO) charges computed for each atom: C 0.5212; C -0.3004; C -0.1075; C 0.3547; N -0.4797; O -0.5195; O -0.4709; H 0.2145; H 0.2030; H 0.1919; H 0.1910; H 0.2018

---

Ordered energy above the lowest of the compared OMol25 structures with the same formula, charge and spin results: 104.17, 6.75, 44.42; unit kcal per mole.